# 1
C3H7NO in the gas phase, computed with ωB97M-V/def2-TZVPD.

Atoms and positions in Å:
C  1.17999  0.74615  0.77675
C  -0.18154  0.71416  0.08272
C  -0.72624  -0.70502  0.02990
N  -0.96499  -1.20872  -1.21555
O  -0.94194  -1.34965  1.04122
H  1.50410  1.77524  0.95680
H  1.11685  0.22698  1.73636
H  1.94814  0.25141  0.17310
H  -0.12574  1.16394  -0.91537
H  -0.90051  1.30032  0.66576
H  -0.65503  -0.74144  -2.05075
H  -1.25309  -2.17335  -1.28095

Atomic forces in eV per Å
C 0.10 -0.02 0.06
C -0.05 0.07 0.02
C 0.02 -0.03 0.13
N 0.00 -0.11 -0.01
O 0.05 0.18 -0.32
H -0.05 -0.13 -0.04
H 0.01 0.08 -0.11
H -0.11 0.05 0.07
H -0.01 -0.10 0.12
H 0.07 -0.09 -0.09
H -0.06 -0.01 0.16
H 0.04 0.12 0.01

Output
2S+1 = 1
Kohn-Sham gap = 10.70 eV
HOMO energy = -9.78 eV
Energy = -248.52608 Eh
Net charge = 0
ΔE to the lowest compared entry with this formula, charge and spin = 0.3 kcal/mol
Max |F| = 0.368 eV/A
SMILES string = CCC(N)=O

# 2
A molecular structure, C28H54AlN7OP at a distorted geometry, computed with ωB97M-V/def2-TZVPD.

Atoms and positions in Å:
C  0.46885  2.58820  3.52825
C  -0.46344  2.61986  2.37713
N  -0.74593  3.73822  1.85060
C  -1.02731  1.32351  1.94230
Al  -2.42812  0.60858  3.23691
P  -4.60218  1.42640  2.83348
C  -4.59184  3.28625  2.74474
O  -5.40106  1.14514  4.32824
H  0.69959  3.59308  3.84163
H  1.39096  2.09357  3.23421
H  0.05413  2.03582  4.35650
H  -1.39979  3.56740  1.08806
H  -0.20538  0.60758  1.96828
H  -1.35055  1.37775  0.90943
H  -2.02869  0.84141  4.77754
H  -2.50585  -0.99713  3.02542
H  -4.22252  3.64468  1.79670
H  -4.07344  3.78182  3.55934
H  -5.62565  3.61694  2.80131
H  -6.31840  1.38620  4.17806
C  1.97372  -1.19225  -2.52588
C  2.02613  -0.74310  -1.07028
C  1.40011  -1.75600  -0.10750
C  -0.01392  -1.96748  -0.42203
N  -1.11533  -2.11189  -0.66589
H  0.94331  -1.30579  -2.86898
H  2.45493  -0.45594  -3.16702
H  2.48808  -2.14450  -2.66419
H  1.51449  0.21607  -0.96817
H  3.06662  -0.58291  -0.78101
H  1.47063  -1.39778  0.91964
H  1.91196  -2.71802  -0.16642
C  3.35146  -1.04283  -8.00211
C  2.69946  0.00421  -7.10640
C  3.69302  0.66260  -6.14334
C  4.30037  -0.33405  -5.25423
N  4.77286  -1.11382  -4.56825
H  3.75804  -1.86701  -7.41466
H  2.62738  -1.46635  -8.69567
H  4.16300  -0.60775  -8.59000
H  1.89214  -0.45982  -6.53706
H  2.24825  0.78230  -7.72499
H  3.19266  1.41184  -5.52948
H  4.49025  1.15991  -6.69736
C  7.60018  -2.34949  -11.78352
C  7.57495  -1.92174  -10.32034
C  6.88420  -2.94324  -9.41124
C  5.48547  -3.13728  -9.80915
N  4.39625  -3.28835  -10.11326
H  6.59178  -2.44625  -12.18774
H  8.12596  -1.61053  -12.38836
H  8.10919  -3.30778  -11.90346
H  7.06906  -0.95817  -10.23440
H  8.59792  -1.77808  -9.96808
H  6.90123  -2.60571  -8.37474
H  7.39389  -3.90604  -9.45902
C  -4.56682  1.10585  9.07515
C  -4.19511  0.23085  7.88226
C  -2.68350  0.05160  7.72013
C  -2.03116  1.34161  7.49933
N  -1.54869  2.34559  7.25269
H  -4.17526  2.11797  8.96312
H  -5.65078  1.18347  9.16918
H  -4.17572  0.69037  10.00751
H  -4.60452  0.66656  6.96855
H  -4.65247  -0.75405  7.99992
H  -2.46974  -0.58375  6.86006
H  -2.24811  -0.41382  8.60685
C  -2.76091  5.12774  6.60950
C  -3.17464  6.49160  6.06893
C  -2.92264  7.63492  7.05898
C  -3.68959  7.44974  8.29771
N  -4.29444  7.30542  9.25499
H  -3.33798  4.85038  7.49312
H  -2.92458  4.35663  5.85903
H  -1.70457  5.11199  6.87599
H  -4.23309  6.47141  5.79957
H  -2.61601  6.69726  5.15390
H  -3.21284  8.59065  6.62129
H  -1.86382  7.68959  7.31471
C  -1.62520  -7.71002  -2.16709
C  -2.32638  -6.93032  -1.05979
C  -1.84401  -5.48027  -0.95032
C  -0.41151  -5.42630  -0.64692
N  0.70381  -5.38198  -0.40794
H  -0.55280  -7.78612  -1.98239
H  -2.01974  -8.72500  -2.23026
H  -1.77082  -7.23018  -3.13694
H  -2.17069  -7.43898  -0.10640
H  -3.40162  -6.92525  -1.24740
H  -2.37828  -4.95478  -0.15980
H  -2.01783  -4.94332  -1.88268

Atomic forces in eV per Å
C 0.45 0.09 0.15
C -0.45 -0.58 -0.27
N -0.17 0.94 -0.24
C 0.39 0.12 0.33
Al 0.33 -0.62 0.25
P -0.62 0.01 -0.66
C -0.32 -0.22 0.72
O 0.35 0.40 -0.09
H 0.10 0.36 0.14
H 0.23 -0.14 -0.05
H -0.22 -0.22 0.31
H -0.05 0.14 -0.13
H -0.02 -0.45 0.13
H -0.32 0.02 -0.27
H 0.10 0.15 0.04
H -0.10 -0.04 -0.09
H 0.36 -0.05 -0.37
H 0.34 0.07 0.12
H -0.31 0.06 -0.04
H -0.12 -0.17 0.06
C -0.10 0.02 0.04
C 0.05 0.07 -0.20
C -0.02 0.14 -0.09
C 1.31 0.13 0.49
N -1.34 -0.28 -0.45
H -0.02 -0.04 0.06
H 0.05 -0.01 0.00
H 0.02 0.01 -0.03
H 0.00 -0.01 0.09
H -0.02 -0.03 0.08
H -0.05 -0.04 0.04
H -0.05 -0.05 0.00
C -0.08 0.07 0.09
C 0.01 -0.13 -0.19
C -0.18 -0.20 0.04
C -0.25 0.78 -0.54
N 0.41 -0.64 0.47
H 0.03 0.01 0.00
H 0.04 -0.01 -0.04
H 0.00 -0.01 -0.02
H 0.00 0.07 0.06
H 0.01 0.06 0.07
H 0.05 0.02 0.04
H 0.03 0.01 0.01
C 0.00 0.05 0.01
C 0.09 0.02 -0.20
C -0.09 0.21 -0.13
C 0.89 -0.04 0.40
N -0.81 -0.10 -0.33
H -0.01 -0.04 0.03
H 0.02 -0.02 0.00
H -0.01 0.00 -0.01
H -0.01 -0.01 0.08
H -0.03 -0.01 0.09
H -0.03 -0.05 0.04
H -0.01 -0.04 0.01
C -0.02 -0.04 -0.03
C -0.20 0.11 0.10
C -0.16 0.06 0.02
C -0.26 -0.85 -0.12
N 0.48 0.81 0.16
H 0.05 -0.01 0.00
H 0.00 -0.01 0.02
H 0.00 0.02 0.01
H 0.07 -0.07 -0.07
H 0.07 -0.03 -0.05
H 0.08 0.08 -0.08
H 0.00 0.00 0.03
C -0.08 0.15 -0.09
C 0.01 -0.26 -0.02
C -0.19 -0.15 -0.03
C 0.57 0.22 -0.77
N -0.47 -0.10 0.73
H 0.02 0.03 0.03
H 0.07 -0.04 0.02
H 0.01 -0.06 0.00
H 0.00 0.09 -0.01
H -0.02 0.09 0.01
H 0.02 0.05 0.05
H 0.02 0.00 0.04
C -0.03 -0.04 0.04
C 0.03 -0.16 -0.13
C 0.03 -0.25 0.11
C -0.87 0.22 -0.18
N 0.87 -0.05 0.16
H 0.01 0.06 -0.01
H -0.01 0.01 -0.03
H 0.02 0.00 0.00
H -0.03 0.06 0.03
H -0.01 0.08 0.05
H 0.04 0.12 -0.02
H 0.02 0.08 0.01

Output
2S+1 = 1
Kohn-Sham gap = 5.39 eV
HOMO energy = -3.76 eV
Energy = -2141.62358 Eh
Net charge = -1
Max |F| = 1.446 eV/A

# 3
2 unconnected molecules or ions with the total composition C22H35NO6P at a distorted geometry, computed with ωB97M-V/def2-TZVPD.

Atoms and positions in Å:
C  3.86709  -1.78070  -0.75762
C  3.58409  -0.29939  -0.70150
C  4.48068  0.57235  -1.32184
C  4.29127  1.94509  -1.31919
C  3.18952  2.47712  -0.66036
C  2.29232  1.62306  -0.04186
C  2.45295  0.23547  -0.06625
C  1.37875  -0.61463  0.57603
C  0.08356  -0.80431  -0.27661
C  -0.56350  -2.16383  0.10217
P  0.37644  -3.67888  -0.14230
O  1.28169  -3.75065  -1.29792
O  -0.73560  -4.83774  -0.20018
O  1.12491  -3.94496  1.25944
C  -0.95604  0.28048  0.14429
C  -1.85519  0.84976  -0.96937
C  -1.28407  2.15810  -1.57027
C  -3.21891  1.16937  -0.33294
N  -2.09717  -0.15249  -2.04286
O  -3.02535  0.16488  -2.85824
C  -0.90858  -0.80600  -2.68413
C  -0.57633  -0.14313  -4.02655
C  -1.28469  -2.28017  -2.98804
C  0.33097  -0.65621  -1.77843
H  3.61482  -2.26504  0.18563
H  4.93028  -1.93908  -0.94230
H  3.30483  -2.26524  -1.55739
H  5.34438  0.14629  -1.82212
H  5.00785  2.58588  -1.81935
H  3.04109  3.54947  -0.64147
H  1.44332  2.05156  0.47993
H  1.11157  -0.13925  1.52273
H  1.79794  -1.58477  0.84117
H  -0.78579  -2.12263  1.17633
H  -1.52210  -2.30508  -0.39884
H  -1.11836  -5.02786  0.66449
H  1.98798  -4.33191  1.05212
H  -0.45952  1.11838  0.62487
H  -1.60582  -0.18614  0.88972
H  -1.80773  3.01150  -1.13401
H  -1.43449  2.19881  -2.64674
H  -0.22661  2.28732  -1.33159
H  -3.79289  1.82693  -0.98710
H  -3.78791  0.25503  -0.16385
H  -3.04225  1.69886  0.60549
H  0.26501  -0.69983  -4.45106
H  -0.24538  0.88898  -3.90852
H  -1.41134  -0.21257  -4.71920
H  -1.43308  -2.41649  -4.05949
H  -0.50273  -2.96922  -2.68139
H  -2.22169  -2.55226  -2.49891
H  0.74840  0.33909  -1.95181
H  1.08236  -1.36460  -2.13577
O  0.15382  1.30683  2.96981
C  -0.74699  1.68550  3.66043
O  -1.96642  1.97390  3.15479
C  -2.82595  2.50295  4.18136
C  -2.22894  2.00584  5.49357
C  -0.74030  1.94495  5.15403
H  -2.81441  3.59205  4.10625
H  -3.83580  2.14688  3.99547
H  -2.47147  2.64632  6.33834
H  -2.59878  1.00319  5.71106
H  -0.23506  2.89655  5.32756
H  -0.20061  1.15637  5.67031

Atomic forces in eV per Å
C 0.07 0.23 -0.02
C -0.11 0.06 -0.01
C -0.05 -0.04 0.03
C -0.03 -0.09 0.02
C 0.19 -0.05 -0.18
C 0.02 0.10 0.03
C -0.02 0.14 -0.02
C 0.28 -0.04 -0.06
C -0.31 0.15 0.15
C 0.17 0.09 0.28
P 0.02 -0.10 -0.46
O -0.11 0.01 0.17
O 0.06 0.12 0.13
O 0.03 0.05 -0.10
C -0.06 -0.46 -0.43
C -0.39 0.13 0.40
C 0.09 -0.01 0.22
C 0.13 0.22 -0.38
N 0.78 0.77 -0.47
O -0.28 -0.39 0.18
C -0.01 -0.40 -0.01
C 0.30 -0.10 0.08
C -0.14 0.14 0.04
C -0.04 -0.12 -0.14
H -0.01 -0.09 -0.07
H -0.03 -0.04 -0.01
H -0.05 -0.08 0.13
H 0.00 0.06 0.03
H -0.05 0.02 0.04
H -0.06 -0.01 0.06
H 0.03 -0.08 0.04
H -0.13 -0.14 -0.09
H -0.01 0.00 -0.11
H 0.01 -0.08 -0.03
H 0.03 0.06 -0.08
H -0.03 -0.07 -0.03
H -0.01 -0.02 0.15
H -0.07 -0.02 0.05
H 0.04 0.24 0.14
H 0.03 -0.01 0.00
H -0.03 0.02 0.02
H 0.01 -0.08 -0.22
H -0.07 -0.16 0.01
H 0.01 0.02 0.13
H -0.03 -0.11 0.04
H -0.05 0.03 -0.02
H -0.15 0.02 -0.04
H -0.05 0.12 0.07
H -0.06 0.01 0.03
H 0.07 -0.02 0.00
H 0.07 -0.03 -0.01
H -0.01 -0.05 0.08
H -0.03 -0.03 0.09
O 0.01 0.04 0.13
C 0.13 0.11 0.05
O -0.09 0.00 -0.05
C -0.03 0.02 0.07
C 0.08 -0.03 -0.01
C -0.28 -0.13 0.03
H 0.01 0.01 0.01
H 0.02 -0.03 -0.06
H 0.01 0.04 -0.03
H -0.02 0.00 0.00
H 0.04 -0.01 0.01
H 0.11 0.05 -0.02

Output
2S+1 = 2
Kohn-Sham gap (alpha / beta) = 8.25 / 9.01 eV
HOMO energy (alpha / beta) = -7.86 / -8.63 eV
Energy = -1706.92045 Eh
Net charge = 0
ΔE to the lowest compared entry with this formula, charge and spin = 0.0 kcal/mol
Max |F| = 1.199 eV/A

# 4
A molecular structure, C27H44BrCaNOP2 at a distorted geometry, computed with ωB97M-V/def2-TZVPD.

Atoms and positions in Å:
C  2.01066  4.24057  -1.50914
C  1.10422  3.83328  -2.50387
C  1.55378  3.54648  -3.80198
C  2.93779  3.58567  -4.01196
N  3.79212  3.87873  -3.03050
C  3.36832  4.23549  -1.81932
C  -0.21882  3.57087  -2.05165
C  -1.16478  3.38249  -1.29448
C  -2.30346  2.87617  -0.62149
C  -2.32846  1.49191  -0.42747
C  -3.32291  0.90566  0.38472
C  -4.22298  1.80255  0.88136
C  -4.21978  3.16587  0.81439
C  -3.31283  3.69706  -0.13041
Ca  -3.26661  1.36263  3.00404
P  1.92382  -0.39576  -0.36347
H  0.85985  3.24116  -4.58429
H  1.64280  4.45212  -0.50353
H  3.34882  3.34505  -4.99909
H  4.09656  4.51147  -1.04682
H  -3.32702  4.74350  -0.42929
H  -1.55262  0.88235  -0.88111
H  -4.82494  3.84582  1.40832
H  -3.30754  -0.17330  0.55978
C  2.54526  -2.13870  -0.13538
C  3.63913  -2.67768  -1.04505
H  1.63653  -2.75590  -0.23546
H  2.85918  -2.19925  0.91780
H  3.80817  -3.73398  -0.79841
H  3.37019  -2.63491  -2.10645
H  4.59701  -2.16400  -0.89875
C  2.11422  -0.06128  -2.19037
C  3.49943  0.23868  -2.74130
H  1.45150  0.80569  -2.35675
H  1.66166  -0.91145  -2.72836
H  3.41904  0.41458  -3.82250
H  3.93196  1.14987  -2.31057
H  4.20030  -0.59385  -2.60428
C  3.23235  0.66362  0.42732
C  4.67612  0.17402  0.44604
H  2.87273  0.77931  1.46452
H  3.16468  1.65856  -0.04043
H  5.28414  0.87680  1.03134
H  4.77675  -0.81109  0.91634
H  5.11834  0.13600  -0.55744
Br  -4.04898  1.02342  5.52714
P  -1.45988  -1.64286  -1.72977
C  -0.50292  -2.68212  -2.94002
C  -1.14892  -3.96040  -3.45407
H  0.44193  -2.93007  -2.42538
H  -0.24175  -2.01454  -3.77538
H  -0.42488  -4.47398  -4.10019
H  -1.41642  -4.64405  -2.64122
H  -2.04635  -3.76844  -4.05460
C  -2.56797  -2.85217  -0.88150
C  -3.91595  -3.19872  -1.49224
H  -2.74048  -2.41321  0.11375
H  -1.97012  -3.76062  -0.72734
H  -4.43756  -3.87606  -0.80544
H  -4.56067  -2.32500  -1.62692
H  -3.84283  -3.71752  -2.45370
C  -2.61067  -0.67092  -2.79635
C  -3.03081  -1.21466  -4.15021
H  -2.09490  0.28990  -2.94718
H  -3.50278  -0.44994  -2.19591
H  -3.63439  -0.44504  -4.64684
H  -2.18368  -1.43719  -4.80418
H  -3.65874  -2.10816  -4.07830
C  -2.23946  -1.97624  5.09623
C  -1.40311  -0.77030  4.73418
O  -1.62910  -0.33718  3.32252
H  -3.12944  -2.08278  4.46579
H  -2.57085  -1.87928  6.13202
H  -1.64826  -2.89380  5.01196
H  -1.71522  0.10624  5.30953
H  -0.33076  -0.91007  4.90293
H  -1.35134  -1.04999  2.72280

Atomic forces in eV per Å
C 0.09 -0.34 -0.12
C 0.61 -0.11 -0.28
C 0.24 -0.04 0.46
C -0.52 0.10 0.40
N 0.71 0.14 -0.29
C -0.77 -0.03 -0.15
C -1.69 0.02 1.84
C 1.40 0.29 -2.39
C -0.11 -0.34 -0.18
C -0.26 -0.29 0.82
C 0.72 -0.02 -1.31
C -0.76 0.16 0.14
C 0.07 0.55 -0.96
C 0.11 0.11 0.74
Ca 0.69 -0.51 2.27
P 2.46 -0.74 -1.66
H 0.20 0.14 0.18
H 0.18 0.07 -0.33
H -0.01 0.11 0.45
H -0.07 -0.15 -0.51
H 0.03 -0.10 0.42
H -0.07 0.06 0.26
H -0.39 -0.27 -0.29
H -0.31 0.23 -0.12
C -1.14 0.05 0.71
C 0.43 -0.02 -0.33
H 0.32 0.03 0.12
H -0.18 -0.05 -0.21
H -0.13 0.23 -0.01
H 0.03 0.02 0.23
H -0.32 -0.11 -0.12
C -1.25 0.13 0.17
C 0.57 0.10 0.02
H 0.17 -0.21 -0.16
H 0.04 0.26 0.32
H -0.09 -0.04 0.25
H -0.08 -0.22 -0.08
H -0.20 0.30 -0.01
C -1.07 0.60 0.69
C 0.41 -0.33 -0.22
H 0.24 0.14 -0.22
H -0.12 -0.26 0.11
H -0.27 -0.12 -0.08
H -0.01 0.25 -0.09
H -0.18 -0.05 0.30
Br -0.28 0.40 -0.57
P -0.04 -0.69 -0.71
C 0.35 0.38 0.36
C -0.10 -0.24 -0.28
H -0.23 0.04 -0.23
H 0.01 -0.14 0.21
H -0.22 0.02 0.16
H 0.08 0.10 -0.19
H 0.26 -0.04 0.19
C 0.31 0.20 0.54
C -0.39 -0.30 -0.14
H 0.04 -0.29 -0.08
H -0.11 0.21 0.12
H 0.05 0.12 -0.15
H 0.13 -0.08 0.01
H 0.09 0.15 0.21
C 0.27 0.58 0.24
C -0.33 -0.11 -0.38
H -0.21 -0.10 -0.05
H 0.21 0.03 -0.04
H 0.14 -0.17 0.01
H -0.09 0.03 0.11
H 0.18 0.16 0.04
C 0.30 -0.39 -0.01
C -0.10 0.56 0.04
O 0.12 -0.20 -0.15
H 0.13 0.22 0.17
H -0.02 -0.07 -0.11
H -0.17 0.05 0.00
H 0.16 -0.33 -0.17
H -0.15 -0.11 -0.31
H -0.08 0.28 0.35

Output
2S+1 = 1
Kohn-Sham gap (alpha / beta) = 6.26 / 4.85 eV
HOMO energy (alpha / beta) = -13.97 / -13.90 eV
Energy = -5118.86793 Eh
Net charge = +2
ΔE to the lowest compared entry with this formula, charge and spin = 106.8 kcal/mol
Max |F| = 3.061 eV/A